A 2-piece molecular cluster, C3H6ClO5S overall in a non-equilibrium geometry, computed with ωB97M-V/def2-TZVPD.

```
16
Properties=species:S:1:pos:R:3:nbo_charge:R:1
C 0.468 1.960 0.062 -0.313
C 1.526 -0.933 -0.578 -0.724
C -0.147 -0.089 0.968 0.524
O -1.874 -1.947 0.071 -0.878
O -2.644 0.305 0.021 -0.993
O -1.106 -0.308 -1.702 -0.912
O -0.187 -0.903 1.867 -0.648
O 0.249 1.153 1.170 -0.516
S -1.401 -0.386 -0.291 2.207
Cl 3.122 -0.924 0.258 -0.175
H 0.989 1.228 -0.644 0.244
H 1.216 2.721 0.444 0.179
H -0.413 2.557 -0.237 0.182
H 1.120 -1.859 -0.511 0.160
H 1.622 -0.711 -1.634 0.169
H -2.538 -1.864 0.736 0.494
```

Properties
E_HOMO = -0.1236 hartree
maximum force = 4.79 eV/Å
total charge = -1
LUMO energy = 3.48 eV
calculated total energy = -1352.43588 Ha
multiplicity = 1
M = 189.6 g mol⁻¹
frontier orbital gap = 6.85 eV